Entry 1:
A molecular structure, C19H38F11GeMnN4O2SSbSi3. Source: OMol25; level of theory: wB97M-V/def2-TZVPD.

- Energy above the lowest of the compared OMol25 structures with the same formula, charge and spin: 0.0 kJ/mol
- Frontier orbital gap (alpha / beta): 0.2686 / 0.2640 Eh
- E_tot: -6949.82342 Ha
- Lowest unoccupied orbital energy (alpha / beta): -0.488 / -0.544 eV
- 2S+1: 2

Geometry (Å):
Mn (-1.036, -0.395, -0.637)
C (-3.735, 1.263, 2.355)
C (-2.750, 0.526, 1.510)
N (-2.231, 0.972, 0.420)
O (-2.547, 2.271, 0.142)
C (-2.344, -0.837, 1.856)
C (-2.985, -1.560, 2.988)
N (-1.435, -1.306, 1.072)
O (-1.067, -2.626, 1.278)
H (-3.813, 2.300, 2.047)
H (-3.462, 1.217, 3.409)
H (-4.714, 0.791, 2.243)
H (-2.545, 2.341, -0.833)
H (-2.712, -1.100, 3.940)
H (-2.692, -2.605, 2.996)
H (-4.069, -1.498, 2.889)
S (0.470, -2.116, -1.569)
C (0.416, -1.671, -3.218)
N (-0.620, -2.118, -3.974)
C (-0.813, -1.741, -5.250)
C (0.109, -0.933, -5.842)
C (1.197, -0.547, -5.047)
N (1.356, -0.907, -3.789)
H (-1.342, -2.627, -3.471)
H (-1.711, -2.100, -5.730)
H (-0.012, -0.582, -6.853)
H (1.970, 0.095, -5.453)
F (-0.568, 0.948, -2.223)
Sb (-0.928, 2.477, -3.372)
F (0.675, 2.087, -4.276)
F (0.009, 3.460, -2.056)
F (-2.494, 2.721, -2.320)
F (-1.268, 4.007, -4.392)
F (-1.869, 1.369, -4.562)
C (1.654, -1.698, 1.743)
Si (0.368, -3.007, 2.095)
C (0.809, -4.664, 1.403)
C (0.063, -3.068, 3.932)
Ge (1.044, 0.744, 0.320)
Si (3.281, 0.866, -0.626)
C (3.831, -0.632, -1.607)
C (4.620, 1.162, 0.662)
C (3.149, 2.351, -1.766)
Si (1.030, 2.187, 2.283)
C (-0.215, 1.521, 3.539)
C (2.635, 2.426, 3.231)
C (0.443, 3.852, 1.649)
H (2.576, -1.872, 2.300)
H (1.277, -0.718, 2.072)
H (1.904, -1.688, 0.677)
H (1.670, -5.096, 1.915)
H (1.041, -4.573, 0.341)
H (-0.030, -5.354, 1.507)
H (0.967, -3.407, 4.442)
H (-0.739, -3.763, 4.183)
H (-0.196, -2.088, 4.339)
H (4.154, -1.445, -0.953)
H (4.690, -0.330, -2.214)
H (3.054, -1.009, -2.268)
H (4.549, 0.459, 1.494)
H (4.585, 2.172, 1.070)
H (5.597, 1.024, 0.193)
H (2.328, 2.235, -2.475)
H (4.072, 2.471, -2.338)
H (2.977, 3.275, -1.208)
H (-0.141, 0.439, 3.674)
H (-1.232, 1.757, 3.230)
H (-0.043, 1.991, 4.511)
H (3.101, 1.484, 3.523)
H (2.406, 2.982, 4.144)
H (3.366, 3.002, 2.666)
H (-0.465, 3.757, 1.052)
H (1.203, 4.326, 1.025)
H (0.233, 4.521, 2.488)
F (-2.685, -0.745, -2.924)
C (-2.693, -1.201, -1.598)
F (-2.654, -2.600, -1.728)
C (-4.154, -0.960, -1.182)
F (-4.430, 0.345, -1.049)
F (-4.404, -1.547, 0.013)
F (-5.040, -1.461, -2.053)


Entry 2:
A molecular structure, C19H38N8S2Si2TeTi. Source: OMol25; level of theory: wB97M-V/def2-TZVPD.

- Energy above the lowest of the compared OMol25 structures with the same formula, charge and spin: 245.1 kJ/mol
- Frontier orbital gap (alpha / beta): 0.2511 / 0.2667 Eh
- E_tot: -3676.78910 Ha
- Charge: +3
- Lowest unoccupied orbital energy (alpha / beta): -9.715 / -10.045 eV
- 2S+1: 2

Geometry (Å):
Ti (1.922, -0.315, 0.493)
C (5.445, 1.682, -0.735)
C (4.289, 0.766, -0.539)
N (3.480, 0.844, 0.502)
N (3.858, 1.488, 1.663)
C (3.755, 0.752, 2.801)
N (4.289, 1.200, 3.921)
S (2.953, -0.747, 2.736)
C (4.024, -0.399, -1.357)
C (4.746, -0.768, -2.496)
C (4.542, -2.014, -3.057)
C (3.628, -2.887, -2.470)
C (2.911, -2.454, -1.375)
N (3.076, -1.240, -0.832)
H (5.188, 2.713, -0.489)
H (5.797, 1.663, -1.762)
H (6.288, 1.375, -0.108)
H (4.500, 2.274, 1.607)
H (4.785, 2.078, 3.981)
H (4.231, 0.642, 4.760)
H (5.476, -0.096, -2.922)
H (5.092, -2.317, -3.936)
H (3.476, -3.880, -2.867)
H (2.184, -3.100, -0.892)
C (-1.594, -2.046, -2.818)
C (-0.539, -1.053, -2.524)
N (0.369, -0.650, -3.359)
N (1.198, 0.144, -2.649)
C (0.859, 0.243, -1.363)
S (0.503, 1.418, 1.564)
N (-0.280, -0.509, -1.279)
N (0.439, -1.600, 0.987)
H (-2.222, -2.215, -1.947)
H (-1.135, -2.989, -3.122)
H (-2.204, -1.725, -3.660)
H (1.948, 0.607, -3.141)
H (0.452, -1.900, 1.965)
H (0.233, -2.432, 0.431)
C (-0.953, -1.040, 4.110)
Si (-2.637, -0.592, 3.366)
C (-4.102, -1.568, 4.005)
C (-2.903, 1.278, 3.323)
C (-2.508, -1.196, 1.477)
Te (-1.085, 0.060, 0.589)
C (-2.254, 1.608, -0.247)
Si (-3.319, 1.606, -1.908)
C (-4.478, 3.051, -1.594)
C (-2.096, 1.922, -3.312)
C (-4.267, -0.033, -1.985)
H (-0.933, -0.743, 5.159)
H (-0.120, -0.520, 3.634)
H (-0.769, -2.116, 4.099)
H (-4.341, -1.253, 5.020)
H (-3.913, -2.640, 4.038)
H (-4.996, -1.412, 3.402)
H (-2.956, 1.656, 4.344)
H (-3.851, 1.547, 2.854)
H (-2.100, 1.827, 2.832)
H (-3.445, -1.013, 0.952)
H (-2.190, -2.234, 1.410)
H (-1.545, 2.440, -0.297)
H (-2.951, 1.822, 0.568)
H (-3.966, 3.961, -1.287)
H (-5.231, 2.816, -0.843)
H (-5.016, 3.288, -2.511)
H (-1.378, 2.702, -3.056)
H (-2.641, 2.278, -4.185)
H (-1.546, 1.043, -3.639)
H (-3.974, -0.756, -1.224)
H (-4.169, -0.506, -2.960)
H (-5.330, 0.163, -1.850)


Entry 3:
A molecular structure, C19H38NO4P3Pd. Source: OMol25; level of theory: wB97M-V/def2-TZVPD.

- Energy above the lowest of the compared OMol25 structures with the same formula, charge and spin: 0.0 kJ/mol
- Frontier orbital gap (alpha / beta): 0.2964 / 0.1753 Eh
- E_tot: -2252.74056 Ha
- Charge: +4
- Lowest unoccupied orbital energy (alpha / beta): -11.950 / -16.611 eV
- 2S+1: 5

Geometry (Å):
P (-0.920, 2.411, -0.855)
C (-2.731, 2.577, -1.078)
H (-2.943, 3.595, -1.430)
H (-3.237, 2.393, -0.123)
H (-3.098, 1.848, -1.806)
C (-0.703, 3.672, 0.448)
H (0.350, 3.934, 0.581)
H (-1.062, 3.273, 1.401)
H (-1.290, 4.558, 0.168)
C (-0.294, 3.288, -2.324)
H (-0.695, 4.310, -2.313)
H (-0.604, 2.762, -3.232)
H (0.799, 3.310, -2.306)
P (1.485, -1.563, -2.435)
C (0.366, -2.462, -3.555)
H (0.922, -3.132, -4.224)
H (-0.208, -1.756, -4.164)
H (-0.348, -3.062, -2.979)
C (2.525, -0.543, -3.520)
H (3.355, -0.112, -2.954)
H (1.933, 0.287, -3.922)
H (2.919, -1.133, -4.357)
C (2.599, -2.830, -1.754)
H (3.191, -3.293, -2.552)
H (2.018, -3.604, -1.240)
H (3.279, -2.371, -1.030)
P (0.115, -1.395, 2.227)
C (-1.212, -2.571, 2.655)
H (-1.238, -2.695, 3.744)
H (-1.028, -3.535, 2.173)
H (-2.182, -2.210, 2.288)
C (1.560, -2.214, 2.976)
H (1.252, -2.641, 3.940)
H (2.380, -1.504, 3.110)
H (1.928, -3.009, 2.321)
C (-0.223, -0.080, 3.441)
H (-0.171, -0.521, 4.447)
H (-1.210, 0.351, 3.253)
H (0.508, 0.726, 3.350)
Pd (0.532, -0.325, -0.640)
C (-0.812, 0.176, -1.984)
O (-1.575, 0.032, -2.855)
C (-0.175, -2.106, -0.139)
O (-0.539, -3.196, -0.360)
C (3.432, 0.030, 0.963)
C (2.736, 0.907, 1.797)
C (2.280, 2.132, 1.296)
C (2.478, 2.458, -0.049)
C (3.175, 1.580, -0.883)
C (3.627, 0.350, -0.386)
H (3.870, -0.883, 1.378)
H (2.608, 0.668, 2.860)
H (1.818, 2.859, 1.970)
H (2.144, 3.431, -0.431)
H (3.416, 1.881, -1.906)
H (4.214, -0.319, -1.026)
N (-4.927, -1.099, 1.605)
C (-4.292, 0.188, 1.252)
C (-2.946, -0.255, 0.619)
O (-2.994, -1.323, -0.032)
O (-1.941, 0.473, 0.898)
H (-4.929, -1.664, 0.749)
H (-5.867, -0.975, 1.989)
H (-4.379, -1.605, 2.311)
H (-4.904, 0.706, 0.499)
H (-4.137, 0.820, 2.136)


Entry 4:
A molecular structure, C19H39B4BrCaF3KLiN3O17S. Source: OMol25; level of theory: wB97M-V/def2-TZVPD.

- Frontier orbital gap: 0.0551 Eh
- E_tot: -6847.13343 Ha
- Lowest unoccupied orbital energy: -5.380 eV

Geometry (Å):
C (-6.065, 0.125, -1.267)
C (-6.099, -0.851, -2.507)
C (-4.690, -1.195, -3.027)
O (-3.921, -0.379, -3.321)
O (-4.327, -2.558, -3.124)
C (-3.760, -2.902, -1.890)
C (-3.463, -4.497, -1.871)
B (-1.906, -4.851, -1.853)
O (-1.353, -5.494, -0.699)
B (-0.440, -4.502, -0.197)
C (-0.763, -3.741, 1.185)
N (-1.742, -2.633, 0.825)
O (0.659, -4.252, -1.016)
B (0.314, -4.719, -2.332)
C (1.432, -5.480, -3.170)
C (2.036, -4.660, -4.360)
C (3.208, -5.485, -5.063)
C (2.635, -3.259, -3.950)
O (-1.007, -4.550, -2.851)
H (-7.052, 0.613, -1.181)
H (-5.298, 0.905, -1.422)
H (-5.865, -0.418, -0.317)
H (-6.613, -1.773, -2.164)
H (-6.709, -0.401, -3.318)
H (-4.484, -2.654, -1.021)
H (-2.844, -2.310, -1.679)
H (-4.021, -4.990, -2.689)
H (-3.875, -4.885, -0.880)
H (-1.268, -4.414, 1.910)
H (0.156, -3.273, 1.583)
H (-2.651, -2.896, 1.176)
H (-1.395, -1.805, 1.295)
H (0.966, -6.438, -3.504)
H (2.257, -5.754, -2.477)
H (1.269, -4.539, -5.154)
H (4.146, -5.604, -4.346)
H (2.852, -6.484, -5.390)
H (3.560, -4.884, -5.931)
H (2.114, -2.488, -4.561)
H (2.611, -3.060, -2.861)
H (3.698, -3.216, -4.261)
Ca (-4.717, -3.950, 0.551)
C (-4.853, 0.073, 3.168)
O (-4.449, -1.059, 2.798)
N (-5.757, 0.242, 4.124)
N (-4.395, 1.225, 2.618)
H (-6.088, 1.170, 4.425)
H (-6.126, -0.580, 4.565)
H (-3.709, 1.150, 1.892)
H (-4.708, 2.138, 2.909)
C (1.405, 1.315, -0.394)
C (2.077, 0.064, 0.144)
O (2.779, 0.513, 1.325)
S (1.936, 1.734, 2.013)
O (1.155, 1.197, 3.059)
O (2.836, 2.805, 2.179)
O (0.973, 2.044, 0.768)
H (2.112, 1.941, -0.944)
H (0.557, 1.081, -1.033)
H (2.765, -0.383, -0.572)
H (1.341, -0.682, 0.451)
F (-6.383, 2.670, 5.328)
O (3.934, 5.361, -2.576)
C (3.984, 5.824, -1.467)
O (3.346, 5.206, -0.466)
C (3.483, 5.560, 0.926)
C (2.550, 6.697, 1.288)
C (4.680, 7.132, -1.201)
H (4.523, 5.774, 1.177)
H (3.204, 4.680, 1.496)
H (2.777, 7.603, 0.725)
H (2.622, 6.925, 2.352)
H (1.517, 6.430, 1.053)
H (4.011, 7.951, -1.465)
H (5.571, 7.182, -1.826)
H (5.016, 7.256, -0.174)
Br (4.747, -4.989, -2.643)
O (-7.282, -4.945, -1.263)
H (-7.597, -5.454, -2.013)
Li (4.547, -0.701, 2.212)
K (6.325, -0.611, -0.205)
B (3.173, 5.216, 6.512)
O (3.300, 6.318, 5.521)
C (4.493, 6.229, 4.971)
O (4.918, 6.967, 4.121)
C (5.229, 5.059, 5.566)
O (6.342, 4.700, 5.277)
O (4.460, 4.472, 6.461)
F (2.110, 4.364, 6.156)
F (2.967, 5.738, 7.794)